This record from OMol25 describes an isolated molecule of C4H4N2O at a distorted geometry. The level of theory is ωB97M-V/def2-TZVPD.

Positions of all 11 atoms, in Å:
1 C 0.968422 -0.220080 -0.528619
2 N 2.159014 0.040592 -0.672060
3 H -0.830290 -1.480862 -0.376255
4 N 1.682585 -0.142746 1.615929
5 C -1.501231 0.499875 -0.371877
6 H -1.306887 1.146105 -1.184418
7 C -0.366355 -0.468470 -0.054002
8 C 0.617160 -0.353504 0.980283
9 H -1.747782 0.950679 0.529120
10 H -2.391198 -0.076481 -0.539765
11 O 2.716564 0.104892 0.601663

Forces on atoms 1 to 6 (eV/Å):
C -1.840 -0.505 0.491
N 1.577 0.335 0.401
H 1.463 1.042 1.204
N 0.161 0.039 -0.632
C 0.004 -1.337 0.656
H 0.298 0.779 -0.578

Its SMILES is CC1c2nonc21. For the frontier orbital gap, the calculation gives 0.370 Ha. Its largest force on an atom is 0.088 hartree/bohr. The value obtained for the molecular weight is 96.09 g/mol. As for the net charge: 0. The spin multiplicity is 1. As for the HOMO energy: -9.713 eV. Its relative energy (zero: lowest compared OMol25 entry of this formula, charge and spin) is 688.6 kJ/mol.